# 1
Computed, not measured: a cluster of 4 separate species, C25H51N3O5 in total, with ωB97M-V/def2-TZVPD.

Structure (ORCA input):
```
! wB97M-V def2-TZVPD RIJCOSX def2/J DEFGRID3
* xyz 0 1
O -2.97 -1.90 -1.93
H -4.40 -1.67 -3.40
H -0.62 -0.49 -3.84
C -3.75 0.63 1.31
H 7.74 4.80 1.03
H 2.60 1.89 -4.72
H -0.19 1.92 1.10
H 2.38 -0.93 0.81
H -3.41 -3.88 1.73
C 2.94 0.64 -0.56
C 2.21 0.91 -4.96
C 6.04 5.92 3.15
C -4.65 -4.21 3.42
H 5.14 -3.48 0.20
C 1.23 2.53 -0.39
H -3.01 -5.36 2.61
H 0.75 -2.47 -4.53
H 4.00 -2.92 1.43
C 0.89 0.74 -4.23
H -4.72 -2.47 0.08
H -2.17 2.61 1.16
H 2.13 0.34 -1.23
C -2.96 -1.68 -0.57
H 3.32 2.63 0.20
H -4.38 -1.30 2.01
H -1.03 2.99 -1.41
O -1.96 -1.76 0.07
C 2.50 1.91 0.19
C 0.62 -1.59 -5.16
N 5.69 4.54 2.88
H -2.74 0.35 1.62
H 6.61 6.32 2.32
C -5.13 -1.03 -1.40
H 5.16 6.53 3.29
H 3.40 -2.21 -0.97
H -4.17 1.23 2.12
H 2.32 1.66 1.24
C -3.83 -4.73 2.26
C -0.02 1.75 0.03
H 5.53 -2.09 1.22
O 0.45 1.62 -3.51
H -4.59 -6.86 3.30
C -4.06 -1.16 -2.50
C -4.59 -0.65 1.17
O -4.77 -3.01 3.62
H -4.60 2.02 -0.09
H -5.51 -0.01 -1.38
H 6.90 3.74 -0.12
H 6.23 5.34 0.28
H 3.90 -0.14 1.19
O 5.60 2.64 1.69
H -5.96 -1.71 -1.56
H -3.50 0.87 -0.82
C 5.98 3.80 1.77
C -1.28 2.15 -0.75
C -5.19 -6.56 4.15
C 4.72 -2.59 0.68
H 1.13 3.56 -0.05
C 3.30 -0.52 0.36
C 6.76 4.47 0.67
C 4.07 -1.65 -0.32
H -3.68 -0.18 -2.78
H -5.66 -0.40 1.23
H -6.19 -6.98 4.03
H 4.84 -1.21 -0.97
H 6.66 5.99 4.05
H -1.56 1.33 -1.42
H 2.07 0.82 -6.04
H -4.75 -6.99 5.05
C -3.65 1.50 0.05
H -2.88 3.51 -0.16
N -5.24 -5.12 4.24
H 5.16 4.04 3.57
H -4.44 -5.32 1.58
C -4.38 -1.44 -0.12
N 0.23 -0.43 -4.37
H 0.18 0.68 -0.08
H -0.13 -1.82 -5.92
H 2.93 0.15 -4.64
H 1.30 2.51 -1.48
H 1.56 -1.39 -5.67
C -2.50 2.52 0.12
H 3.80 0.86 -1.19
H -5.76 -4.70 4.99
*
```

Summary:
SMILES = CCCCCCCCCCCC[C@H]1CCOC1=O.CNC(C)=O.CNC(C)=O.CNC(C)=O
molar mass = 473.699 g/mol
energy above the lowest of the compared OMol25 structures with the same formula, charge and spin = 0.0 kJ/mol


# 2
Computed, not measured: a cluster of 8 separate species, C25H52BCl8F4NO4S2 in total in a non-equilibrium geometry, with ωB97M-V/def2-TZVPD.

Structure (ORCA input):
```
! wB97M-V def2-TZVPD RIJCOSX def2/J DEFGRID3
* xyz 0 1
H -2.88 -1.29 -1.93
C -1.36 -2.81 -0.43
H -2.68 -4.97 -0.29
H 3.43 1.40 1.78
F -0.19 0.21 0.90
C -1.79 -0.10 4.28
Cl -2.31 4.48 -2.47
H 3.95 -3.50 -0.53
H 1.81 -1.54 -4.54
C 2.06 4.85 -0.46
H 1.80 -0.02 2.85
H 3.80 2.90 -2.74
C -3.19 -2.33 -2.01
H -3.99 4.23 -0.93
H 1.65 -3.79 1.59
H 3.39 2.32 -1.19
H -0.19 -2.78 -5.41
H 4.63 0.30 -1.64
H -1.24 -1.99 -3.55
C 1.79 0.98 3.28
Cl -1.94 4.32 1.07
Cl 4.05 -1.91 1.34
H -1.81 -4.35 -3.27
C 4.26 0.88 -2.48
H 2.29 -2.95 -5.59
F -0.23 0.63 -1.26
C 1.04 6.86 0.72
C 3.57 -3.39 0.49
H -3.58 2.78 -1.86
C -3.07 -4.59 -1.23
Cl 5.72 3.09 -1.43
F 1.59 -0.27 -0.37
H 4.03 -4.11 1.17
H 1.95 3.86 -0.03
H -3.30 -2.63 -3.06
C -4.56 -4.08 -1.20
H -0.10 4.97 -1.10
H -2.79 0.35 4.32
H 0.27 6.30 1.26
C 3.22 1.55 2.83
N -2.13 -3.39 -1.55
H -3.01 -5.38 -1.97
C -3.17 3.61 -1.29
H 1.65 -2.77 0.12
C -2.24 3.05 -0.13
H -0.77 -1.96 -0.77
H 2.97 4.66 -1.03
H -0.32 -4.43 -2.12
H 0.93 5.08 -2.44
S 0.56 7.06 -1.08
Cl 1.73 -5.20 -0.40
C -2.84 -2.49 4.47
Cl 3.38 3.26 3.11
H -2.98 -3.55 4.23
H -4.18 -2.36 -0.03
S -2.22 -1.50 3.09
H -5.20 -4.14 -2.09
H 2.47 -3.02 -3.80
C -1.09 -3.85 -2.62
C -1.19 -0.85 5.52
H -1.30 2.76 -0.59
H 0.22 -4.17 -4.51
H -1.11 -0.15 6.35
B 0.59 0.59 -0.15
H 0.95 1.60 2.95
H -1.09 0.59 3.80
C 2.29 5.87 0.58
H 1.28 7.79 1.23
H 3.20 6.32 0.19
C -4.38 -2.61 -1.07
C 0.87 5.37 -1.39
C -0.38 -2.61 -3.27
H -5.16 -4.43 -0.36
H 0.32 -2.12 -2.59
C 0.38 -3.09 -4.54
O 1.51 7.92 -1.74
H -0.14 -1.13 5.48
H -5.25 -2.01 -1.34
H -1.94 -2.22 0.27
O -3.27 -1.13 2.14
H 2.56 5.50 1.57
O -0.85 7.34 -1.26
H -2.54 -2.05 6.62
H -3.87 -2.15 4.51
H -1.22 -2.86 5.99
H 3.26 0.49 -2.62
C 1.89 -2.62 -4.63
F 1.01 1.84 0.08
C 2.05 -3.67 0.58
C -1.96 -2.10 5.71
H -2.60 2.27 0.54
H -0.77 -3.59 0.06
Cl 5.29 0.67 -3.88
Cl 1.56 0.82 5.13
C 4.21 2.33 -1.90
H 3.96 1.03 3.45
O -0.98 -2.09 2.55
*
```

Summary:
molar mass = 865.256 g/mol


Frontier orbital gap (computed, eV): 10.1; 9.1